Computed, not measured: 5 unconnected molecules or ions with the total composition CH10NO6, with wB97M-V/def2-TZVPD.

Element x y z (Å)
O -2.07619 -1.94785 -2.25352
O -0.25564 1.61297 2.53295
O 1.39717 0.97000 0.43918
O -0.32422 -0.45439 0.04501
O -0.34828 -1.90281 2.20576
O 0.00557 2.98190 -1.06479
N 1.56573 -0.55704 -1.19222
C 0.81064 0.03427 -0.15913
H 0.48260 2.67647 -0.27619
H 0.31593 -1.21014 2.25126
H 0.11144 2.28951 -1.71948
H -0.92025 1.03362 2.13198
H -1.49630 -1.34672 -1.75089
H 2.50777 -0.22187 -1.18849
H -0.85537 -1.67619 1.41887
H -2.54220 -2.51868 -1.64098
H 1.18110 -1.37453 -1.61338
H 0.44050 1.61149 1.83406

Cartesian forces (eV/Å) of the 2 atoms listed first:
O 0.216 0.235 -0.505
O 0.006 0.043 -0.197

Results
Net charge = -1
Energy relative to the best compared isomer or geometry (same formula, charge and spin) = 0.5229 eV
F_max = 1.5 eV/A
Gap between HOMO and LUMO = 9.551 eV

Results of the natural (NBO) charge analysis, in e, for atoms 1 through 2: atom 1 (O): -0.978, atom 2 (O): -1.003